The following is a quantum chemistry calculation of a structure of composition CH13NSi4 in a non-equilibrium geometry, from the Open Molecules 2025 dataset.

```
19
Properties=species:S:1:pos:R:3
C 0.48616 1.71819 3.16285
N -0.51916 -1.40273 -0.80461
Si 0.52055 -0.96171 -2.12862
Si -2.20232 -1.68250 -1.03171
Si 1.08032 1.77204 1.36591
Si 0.24060 -1.20410 0.80361
H 1.13379 1.48009 4.00475
H -0.06731 2.63426 3.51925
H -0.27307 1.01982 3.24819
H 1.02993 0.38792 -1.37879
H -0.37343 -0.40200 -3.11775
H 1.78134 -1.61250 -2.49247
H -2.73878 -2.06520 0.31967
H -2.86136 -0.33957 -1.64016
H -2.54975 -2.79726 -2.01186
H 2.48647 1.84776 1.20881
H 0.68898 2.93096 0.53323
H -0.80082 -1.38044 1.75689
H 1.13639 -2.39374 0.93468
```

## Properties
ΔE to the lowest compared entry with this formula, charge and spin	243.3	kJ/mol
LUMO level	-0.2	eV

---

The following is a quantum chemistry calculation of a cluster of 2 separate species, C4H9NO2 in total, from the Open Molecules 2025 dataset.

```
16
Properties=species:S:1:pos:R:3
C -1.35276 0.50705 1.13684
C -2.08952 1.58261 0.89874
O -3.14756 1.89164 1.69379
H -0.43388 0.23891 0.64574
H -1.67100 -0.15232 1.93349
H -1.89681 2.27423 0.08486
H -3.63338 2.65098 1.34994
C 2.11028 -0.70927 -0.12040
N 1.39837 -0.31414 -1.20542
C 0.84054 -1.26937 -2.14333
O 2.51580 -1.83578 0.02804
H 2.23717 0.08784 0.62466
H 1.17179 0.64131 -1.33396
H 1.60095 -2.03568 -2.30325
H 0.55319 -0.83230 -3.09288
H -0.02485 -1.78510 -1.71905
```

## Properties
ΔE to the lowest compared entry with this formula, charge and spin	196.3	kJ/mol
structure (SMILES)	CNC=O.C=CO
LUMO level	0.6	eV

---

The following is a quantum chemistry calculation of a cluster of 9 separate species, C30H47BO28 in total, from the Open Molecules 2025 dataset.

```
106
Properties=species:S:1:pos:R:3
C 4.97457 0.70568 3.12487
C 3.47219 0.90672 2.97301
O 3.03222 0.33618 1.73498
B 1.72079 0.30376 1.36358
O 1.43030 -0.33577 0.19141
C 0.52084 1.01948 2.11562
C 0.23839 2.34427 1.40093
O -0.41546 3.31025 2.19920
C 0.43167 3.97896 3.12177
O -0.62802 0.17496 2.05980
C -1.46075 0.19974 3.20121
H 5.52482 1.63435 2.98758
H 5.31938 0.00259 2.36791
H 5.22658 0.29879 4.10211
H 3.22245 1.97031 2.97774
H 2.92852 0.43285 3.79189
H 2.26582 -0.52590 -0.25882
H 0.73371 1.24723 3.16636
H 1.15100 2.77211 0.95918
H -0.44648 2.10507 0.58517
H 0.42037 5.05375 2.94105
H 1.46178 3.62356 3.03033
H 0.09979 3.76991 4.14085
H -2.17101 1.03052 3.15527
H -0.86989 0.29692 4.11695
H -2.00895 -0.74010 3.24093
C 2.46753 1.78940 -3.91826
C 1.84449 1.09449 -2.71872
O 2.97146 0.40172 -2.16475
C 4.11081 1.03334 -2.55444
O 5.18894 0.80130 -2.12098
O 3.82728 1.95507 -3.49881
H 2.03639 2.76117 -4.13953
H 2.45336 1.16701 -4.81390
H 1.46470 1.79714 -1.97592
H 1.06701 0.37991 -2.97094
C 0.77340 5.63307 7.79844
C -0.58645 6.11767 7.32540
O -0.23770 6.88812 6.16014
C 0.95484 6.46531 5.70318
O 1.44799 6.80464 4.67249
O 1.52382 5.60708 6.57551
H 0.76071 4.63914 8.23509
H 1.25733 6.33144 8.48228
H -1.24180 5.30675 7.01867
H -1.10379 6.75615 8.03478
C 1.78640 -3.39254 1.61515
C 2.55181 -4.21702 0.59516
O 2.90334 -5.38183 1.35872
C 2.02505 -5.51284 2.37584
O 1.93684 -6.46394 3.08236
O 1.25199 -4.40528 2.47743
H 0.98060 -2.80533 1.18380
H 2.43837 -2.74071 2.20063
H 1.91507 -4.52277 -0.23238
H 3.45155 -3.73630 0.22252
C 1.48897 7.08399 0.51417
C 0.01224 7.24096 0.83193
O -0.50983 7.76140 -0.39422
C 0.32216 7.40468 -1.40408
O 0.07829 7.52876 -2.55806
O 1.46425 6.87905 -0.90441
H 1.95751 6.23206 0.99772
H 2.05923 7.98732 0.73137
H -0.46699 6.27925 1.03298
H -0.18867 7.93075 1.64679
C -1.30439 -5.47246 -1.59996
C -1.48322 -6.47800 -2.72052
O -0.38642 -6.14554 -3.59252
C 0.58094 -5.54542 -2.86120
O 1.67437 -5.29861 -3.25500
O 0.11925 -5.25505 -1.62724
H -1.59480 -5.84522 -0.62298
H -1.81172 -4.52894 -1.79851
H -1.36394 -7.50634 -2.37607
H -2.42071 -6.38053 -3.25174
C -4.67642 -4.10752 -6.06459
C -4.66987 -5.61822 -6.24277
O -4.26076 -6.06190 -4.94135
C -4.54965 -5.10121 -4.03928
O -4.45237 -5.25438 -2.86132
O -4.92735 -3.96636 -4.65600
H -5.45531 -3.59668 -6.62186
H -3.70766 -3.65918 -6.28698
H -5.66300 -6.01908 -6.44596
H -3.96647 -5.98232 -6.98538
C -0.63908 -8.42911 -5.96944
C 0.50627 -8.74786 -6.91453
O -0.18736 -9.19563 -8.08775
C -1.43473 -8.67544 -8.07946
O -2.19656 -8.71232 -8.98963
O -1.69421 -8.09725 -6.88356
H -0.44834 -7.58938 -5.31157
H -0.94503 -9.29992 -5.38630
H 1.08893 -7.86275 -7.17245
H 1.16933 -9.53163 -6.56141
C -3.58586 6.42968 2.49549
C -3.56950 4.97360 2.05693
O -3.18509 4.30709 3.26315
C -3.49375 5.08930 4.31297
O -3.44017 4.74631 5.45168
O -3.87239 6.31673 3.89608
H -4.35156 7.03166 2.01598
H -2.61321 6.91037 2.38011
H -4.55665 4.61667 1.76077
H -2.84467 4.74711 1.28024
```

## Properties
structure (SMILES)	CCOB(O)[C@@H](COC)OC.O=C1OCCO1.O=C1OCCO1.O=C1OCCO1.O=C1OCCO1.O=C1OCCO1.O=C1OCCO1.O=C1OCCO1.O=C1OCCO1
LUMO level	0.1	eV

---

The following is a quantum chemistry calculation of an isolated molecule of C7H12BrN3 in a non-equilibrium geometry, from the Open Molecules 2025 dataset.

```
23
Properties=species:S:1:pos:R:3
C 0.06036 -2.15629 -0.75831
C 0.93870 -1.09619 -1.16088
C -0.76811 -1.86052 0.24117
C 0.79044 0.07852 -0.52334
C -1.43922 -0.02715 1.56582
C 0.64207 2.15617 -1.78500
C 1.12609 2.15306 0.61014
N -0.93981 -0.54841 0.37218
N -1.39076 -2.87672 0.95569
N 0.81215 1.37625 -0.57046
Br 2.39480 -1.50360 -2.25863
H 0.37938 -3.13970 -1.11915
H -0.92734 -0.24815 2.57739
H -1.45179 1.00078 1.46635
H -2.38875 -0.52620 1.64172
H 0.60542 3.18520 -1.52948
H 1.30582 1.92004 -2.67658
H -0.37085 1.85966 -1.98674
H 0.73653 3.10931 0.61055
H 1.01710 1.62148 1.50884
H 2.18600 2.25478 0.52209
H -2.30564 -2.91170 1.33871
H -1.01257 -3.82062 0.95793
```

## Properties
ΔE to the lowest compared entry with this formula, charge and spin	193.3	kJ/mol
LUMO level	0.8	eV

---

The following is a quantum chemistry calculation of a cluster of 2 separate species, C3H7N3O2 in total in a non-equilibrium geometry, from the Open Molecules 2025 dataset.

```
15
Properties=species:S:1:pos:R:3
C 1.36591 -0.19402 -0.99774
C 0.58975 -1.07845 -0.35298
C 0.08439 -0.88140 0.96527
N -1.43136 1.62431 0.03927
N -1.60483 0.32615 0.32353
N -2.59636 -0.41230 -0.14849
O -2.53229 -1.60933 0.03460
O -3.50716 0.19015 -0.69831
H 1.66623 -0.34102 -2.01968
H 1.69968 0.71571 -0.52339
H 0.24165 -1.95709 -0.87899
H 0.50290 -0.09768 1.57527
H -0.50156 -1.65335 1.42668
H -1.81342 2.24094 0.75196
H -1.73433 1.88546 -0.89607
```

## Properties
<S²>	2.03
ΔE to the lowest compared entry with this formula, charge and spin	405.9	kJ/mol
2S+1	3
LUMO level (spin up / spin down)	0.7 / -2.7	eV

---

The following is a quantum chemistry calculation of a cluster of 2 separate species, C11H15IN in total, from the Open Molecules 2025 dataset.

```
28
Properties=species:S:1:pos:R:3
C 1.56124 -1.99056 2.85544
C 2.39466 -0.92895 2.53081
C 0.43937 -2.26028 2.08568
C 2.08401 -0.10674 1.46773
C 0.13885 -1.47331 0.99073
C 0.94547 -0.35861 0.69002
C -1.03876 -1.73068 0.09931
C -0.64552 -1.33684 -1.31512
C 0.52765 0.52321 -0.37981
C 0.87856 1.96441 -0.34907
C -0.76399 0.86193 -2.40428
N -0.23044 0.05976 -1.33195
I -4.35472 4.41987 -1.02545
H 1.79140 -2.61899 3.70035
H 3.27864 -0.73998 3.11631
H -0.19771 -3.09478 2.33500
H 2.74786 0.70413 1.21200
H -1.32736 -2.77946 0.12833
H -1.89656 -1.14070 0.43578
H 0.19053 -1.95979 -1.65155
H -1.47670 -1.46673 -2.00564
H 1.44504 2.24984 -1.23532
H 1.46085 2.21364 0.53187
H -0.03267 2.56168 -0.33085
H -0.14975 1.73560 -2.60658
H -0.82068 0.25913 -3.30973
H -1.77281 1.19966 -2.14959
H -5.17646 5.23356 -2.08441
```

## Properties
ΔE to the lowest compared entry with this formula, charge and spin	0.0	kJ/mol
charge	+1
LUMO level	-4.2	eV

---

The following is a quantum chemistry calculation of a cluster of 2 separate species, C4H11INO in total in a non-equilibrium geometry, from the Open Molecules 2025 dataset.

```
18
Properties=species:S:1:pos:R:3
I 2.29097 -4.10158 -0.43873
C 1.84741 0.07008 -0.83946
C 0.79633 0.28938 0.22702
C -0.63303 0.37709 -0.27106
O -1.59468 0.57073 0.71238
C -2.89148 0.83734 0.34372
N 0.98143 -0.75936 1.31959
H 1.94159 0.83893 -1.60632
H 1.64962 -0.84309 -1.40079
H 2.87537 -0.07438 -0.50698
H 1.06810 1.19156 0.77502
H -0.93738 -0.49713 -0.84656
H -0.74787 1.25177 -0.91126
H -2.88908 1.86142 -0.02956
H -3.55099 0.97805 1.20008
H -3.30538 0.10673 -0.35125
H 1.82658 -0.51806 1.81717
H 1.27249 -1.57949 0.80698
```

## Properties
ΔE to the lowest compared entry with this formula, charge and spin	72.8	kJ/mol
charge	-1
LUMO level	3.2	eV

---

The following is a quantum chemistry calculation of a structure of composition C4H13N3O in a non-equilibrium geometry, from the Open Molecules 2025 dataset.

```
21
Properties=species:S:1:pos:R:3
C -0.12296 -0.86869 0.28126
N -0.69280 0.11010 -0.72481
C 0.14405 1.33534 -1.04240
N 0.19763 2.31172 0.04921
C 0.31681 -2.22272 -0.27674
C -0.29461 -2.70260 -1.41056
O -2.45490 2.17879 0.53850
N 1.86553 -0.15144 1.68180
H 0.75263 -0.50915 0.99096
H -0.99058 -1.03611 1.00921
H -1.59427 0.49924 -0.28232
H 1.18172 0.98307 -1.12328
H -0.09785 1.91833 -1.94642
H -0.78862 2.76477 0.13616
H 0.49378 1.85089 0.83022
H 1.06637 -2.83174 0.25352
H 0.19817 -3.60037 -1.85089
H -1.03450 -2.09872 -1.91453
H -2.99803 2.46387 1.27255
H 2.57341 0.10208 1.03458
H 2.27900 -0.49667 2.49399
```

## Properties
ΔE to the lowest compared entry with this formula, charge and spin	951.2	kJ/mol
LUMO level	-3.8	eV

---

| no. | calculated total energy (Ha) |
| --- | --- |
| 1 | -1258.5178 |
| 2 | -363.0108 |
| 3 | -3303.0593 |
| 4 | -3012.0627 |
| 5 | -432.9464 |
| 6 | -780.3820 |
| 7 | -586.7462 |
| 8 | -399.3850 |